## w
Below is 2 unconnected molecules or ions with the total composition C2H6OS2, with properties calculated with ωB97M-V with the def2-TZVPD basis set.

XYZ file:
```
11
Properties=species:S:1:pos:R:3:mulliken_charge:R:1
O -3.58943 3.07869 3.39216 -0.418
C -3.25957 4.27112 3.75022 -0.127
H -4.24616 4.82985 3.94848 0.267
H -2.12966 4.36384 3.77951 0.277
C 2.84020 -1.97220 -2.02964 -0.749
S 1.93914 -3.86282 -2.10755 -0.563
S 0.06403 -2.97800 -2.72726 -0.456
H 3.10338 -2.15392 -3.09332 0.222
H 3.54221 -2.03608 -1.20752 0.217
H 2.11624 -1.15086 -2.06902 0.289
H -0.38038 -2.38961 -1.63606 0.042
```

## Properties
molecular weight: 110.2 g mol⁻¹
net charge: -1
multiplicity: 2

---

## x
Below is 2 unconnected molecules or ions with the total composition C2H6OS2, with properties calculated with ωB97M-V with the def2-TZVPD basis set.

XYZ file:
```
11
Properties=species:S:1:pos:R:3:mulliken_charge:R:1
S 2.11136 0.94823 -0.83258 -0.559
S 1.73908 2.56388 0.60517 -0.445
H 0.79554 0.65906 -0.72025 -0.022
H 2.92619 3.17113 0.62445 0.017
C -1.50930 -0.11463 0.08582 -0.756
C -0.76027 -1.18390 0.27935 0.056
O -1.23968 -2.40059 -0.17277 -0.499
H -1.44470 0.88972 0.44936 0.355
H -2.25900 -0.31088 -0.67992 0.170
H 0.14864 -1.30412 0.84403 0.356
H -0.50788 -2.91792 -0.48266 0.327
```

## Properties
molecular weight: 110.2 g mol⁻¹
net charge: -1
multiplicity: 2

---

Stability verdict: x, ahead by 162.8 kJ/mol